# C4H14O3

A 3-piece molecular cluster, C4H14O3 overall at a distorted geometry (wB97M-V/def2-TZVPD, the OMol25 dataset).

Geometry as XYZ:
```
21
Properties=species:S:1:pos:R:3:forces:R:3
C 0.4685 -0.2344 -2.0217 -0.5 -0.9 -0.6
H 0.6468 -0.3115 -3.1004 0.2 0.3 0.0
O 2.1044 0.1094 2.3356 -0.1 -0.4 -1.0
H 1.6599 1.8690 -2.5466 0.5 0.3 0.3
H -1.2987 -1.4299 -2.2457 -1.0 0.2 -0.7
C -0.1740 1.0976 -1.7200 0.1 0.6 -0.2
H 0.3697 1.4967 0.0605 -0.3 -0.2 0.3
H 0.2708 2.7316 -3.0503 -0.4 0.4 -0.8
O -2.6601 -2.7243 6.5122 -0.3 -0.1 -0.5
C -0.4286 -1.3958 -1.6442 0.4 -0.4 1.2
H -1.1126 1.1896 -2.2584 -0.4 -0.3 0.2
H -2.3409 -3.3110 5.8168 0.3 -0.1 0.2
H -0.0045 -2.4021 -1.6991 0.4 0.3 -0.2
H 0.7581 3.0222 -1.4361 0.4 0.0 0.1
H 1.4193 -0.3206 -1.5168 0.4 0.1 0.2
H -0.7416 -1.2735 -0.6077 -0.1 0.0 0.0
H 2.3415 -0.2521 3.1885 0.0 0.5 0.3
O -0.4775 1.2422 -0.3293 0.4 0.0 -0.2
C 0.7058 2.2535 -2.2036 -0.1 -0.4 0.2
H -3.4886 -2.4170 6.1211 0.0 0.1 0.3
H 1.9819 1.0605 2.3452 0.1 -0.1 0.7
```
Positions in Å, forces in eV/Å.

Relative energy (zero: lowest compared OMol25 entry of this formula, charge and spin)   84.1 kJ/mol
Orbital gap   10.82 eV
E   -10517.0573 eV
E_LUMO   0.637 eV
SMILES   CC[C@H](C)O.O.O

These are the Mulliken partial charges, in e, on atoms 1 to 4: atom 1 (C): -0.429, atom 2 (H): 0.302, atom 3 (O): -0.620, atom 4 (H): 0.317